[1]
Below is a cluster of 10 separate species, C12H32Br4O12 in total, with properties calculated with ωB97M-V/def2-TZVPD.

Summary:
multiplicity = 1
net charge = 0
DFT total energy = -317704.23092 eV

CARTESIAN COORDINATES (ANGSTROEM)
1 Br -1.039 1.304 -6.039
2 C 0.748 0.999 -5.315
3 C 0.838 1.531 -3.924
4 Br 2.481 0.876 -3.122
5 H 1.431 1.464 -6.014
6 H 0.863 -0.078 -5.343
7 H -0.014 1.244 -3.318
8 H 0.947 2.611 -3.879
9 Br 0.997 -2.428 -0.722
10 C -0.694 -2.123 0.175
11 C -1.234 -0.739 -0.047
12 Br -1.964 -0.512 -1.814
13 H -0.594 -2.296 1.245
14 H -1.346 -2.873 -0.264
15 H -0.433 -0.008 0.095
16 H -1.964 -0.469 0.711
17 C -0.392 5.062 -0.907
18 C -0.354 3.921 0.057
19 C 0.309 2.656 -0.476
20 O 1.090 2.178 0.635
21 C 1.215 3.160 1.557
22 O 1.842 3.055 2.546
23 O 0.520 4.254 1.178
24 H 0.636 5.323 -1.172
25 H -0.823 5.955 -0.456
26 H -0.945 4.812 -1.811
27 H -1.335 3.695 0.483
28 H 0.958 2.839 -1.337
29 H -0.423 1.912 -0.784
30 C 4.258 1.548 1.687
31 C 3.458 0.499 2.434
32 C 3.005 -0.720 1.608
33 O 3.269 -1.831 2.444
34 C 3.969 -1.434 3.530
35 O 4.290 -2.154 4.413
36 O 4.267 -0.111 3.456
37 H 4.860 2.110 2.398
38 H 3.591 2.254 1.191
39 H 4.897 1.082 0.936
40 H 2.609 0.985 2.921
41 H 3.520 -0.822 0.652
42 H 1.947 -0.612 1.377
43 O -1.224 -3.869 3.103
44 H -1.129 -4.596 2.480
45 H -2.151 -3.612 3.028
46 O -5.306 -1.285 -1.941
47 H -5.312 -0.837 -2.792
48 H -4.425 -1.678 -1.885
49 O -1.845 -0.765 3.234
50 H -1.323 0.008 3.481
51 H -1.725 -1.384 3.964
52 O -4.731 -0.546 2.566
53 H -5.025 -0.452 3.476
54 H -3.766 -0.545 2.618
55 O -0.880 -5.279 -1.942
56 H -0.144 -5.257 -1.320
57 H -0.890 -6.170 -2.305
58 O -3.137 -3.614 -2.441
59 H -3.895 -4.080 -2.072
60 H -2.356 -4.156 -2.233

Atomic forces in eV per Å
-0.05 0.16 0.04
-0.36 -0.34 -0.50
0.12 0.52 0.24
0.06 -0.14 0.22
0.16 0.05 0.08
0.11 -0.03 0.07
0.10 -0.29 0.13
-0.16 0.05 -0.23
0.09 -0.03 -0.02
-0.52 -0.21 -0.06
0.68 0.45 0.44
0.14 0.33 -0.08
0.30 -0.09 -0.03
-0.17 0.01 0.17
0.02 -0.09 -0.26
-0.42 -0.33 -0.24
0.38 0.50 -0.01
0.42 -0.24 0.51
-0.06 -0.03 -0.20
-0.32 -0.21 -0.38
-0.99 0.42 -1.09
0.46 0.17 1.06
-0.20 -0.12 -0.12
-0.08 -0.08 -0.15
-0.17 -0.09 0.01
-0.06 -0.07 0.01
0.01 0.05 -0.04
0.16 0.13 0.24
0.04 -0.13 0.18
-0.08 -0.19 -0.08
0.15 0.05 -0.24
-0.21 1.05 -0.17
-0.29 -0.09 0.06
0.19 0.56 -0.22
0.17 -0.27 0.28
-0.21 -0.46 0.04
0.05 0.02 -0.02
0.15 -0.21 0.00
0.15 0.03 0.08
0.16 -0.22 0.02
0.25 -0.07 0.11
-0.08 -0.40 0.14
-0.16 0.10 -0.04
0.06 -0.04 0.07
0.01 -0.08 -0.04
-0.01 -0.09 0.01
0.00 -0.03 0.00
-0.04 0.00 -0.07
0.04 0.10 0.06
-0.03 -0.03 0.00
0.11 -0.03 -0.08
0.02 -0.04 -0.07
0.00 0.02 -0.02
0.00 0.00 0.16
0.03 -0.16 0.10
0.05 0.12 -0.08
0.00 0.04 -0.01
-0.01 0.02 0.13
0.05 -0.06 -0.05
-0.19 0.06 -0.07


[2]
Below is a cluster of 6 separate species, C55H110BrFN2O in total, with properties calculated with ωB97M-V/def2-TZVPD.

Summary:
multiplicity = 1
net charge = 0
DFT total energy = -136597.57004 eV

CARTESIAN COORDINATES (ANGSTROEM)
1 C 6.284 3.684 0.762
2 C 5.367 4.126 -0.273
3 C 3.782 3.760 -0.311
4 C 3.459 3.271 1.203
5 N 3.167 3.065 2.347
6 C 2.935 5.077 -0.696
7 C 2.089 5.724 0.504
8 C 0.654 4.990 0.757
9 C -0.578 6.011 0.898
10 C -1.934 5.093 0.833
11 C -2.751 5.104 2.244
12 C -3.489 3.679 2.513
13 C -4.582 3.302 1.386
14 C -4.605 1.680 1.183
15 C -6.070 1.098 0.861
16 C -6.911 1.984 -0.193
17 C -6.066 2.271 -1.561
18 C -7.064 2.618 -2.809
19 C -6.770 1.559 -4.006
20 C 3.463 2.583 -1.405
21 C 1.917 2.235 -1.236
22 N 0.769 1.882 -1.328
23 C 4.300 1.234 -1.156
24 C 3.648 0.193 -0.126
25 C 2.787 -0.998 -0.845
26 F 1.440 -1.122 -0.308
27 C 3.869 3.125 -2.878
28 C 2.633 3.401 -3.857
29 O 1.858 2.556 -4.341
30 Br 2.318 5.310 -4.431
31 H 6.446 4.225 1.760
32 H 6.923 2.751 0.513
33 H 5.772 4.772 -1.131
34 H 2.199 4.927 -1.571
35 H 3.696 5.867 -1.071
36 H 1.811 6.798 0.160
37 H 2.683 5.875 1.481
38 H 0.708 4.407 1.758
39 H 0.391 4.237 -0.070
40 H -0.551 6.670 1.837
41 H -0.610 6.657 -0.061
42 H -1.631 3.990 0.657
43 H -2.593 5.392 -0.062
44 H -1.981 5.230 3.081
45 H -3.497 5.975 2.160
46 H -3.966 3.721 3.555
47 H -2.694 2.835 2.492
48 H -4.329 3.825 0.399
49 H -5.634 3.588 1.776
50 H -3.906 1.423 0.315
51 H -4.233 1.123 2.129
52 H -6.666 1.000 1.846
53 H -5.927 0.060 0.371
54 H -7.805 1.337 -0.522
55 H -7.357 2.943 0.253
56 H -5.359 3.156 -1.388
57 H -5.480 1.321 -1.855
58 H -8.150 2.518 -2.436
59 H -6.946 3.706 -3.161
60 H -6.949 0.467 -3.675
61 H -5.664 1.645 -4.323
62 H -7.420 1.800 -4.929
63 H 5.391 1.447 -0.835
64 H 4.400 0.670 -2.166
65 H 2.992 0.642 0.693
66 H 4.531 -0.322 0.424
67 H 2.738 -0.803 -1.969
68 H 3.316 -1.993 -0.577
69 H 4.474 4.113 -2.845
70 H 4.562 2.386 -3.442
71 C 2.991 -2.575 2.884
72 C 2.984 -3.993 2.332
73 C 1.673 -4.353 1.631
74 C 0.427 -4.334 2.522
75 C 0.484 -5.249 3.746
76 C 0.607 -6.724 3.388
77 H 2.222 -2.434 3.647
78 H 3.958 -2.356 3.345
79 H 2.825 -1.848 2.084
80 H 3.199 -4.704 3.136
81 H 3.802 -4.092 1.610
82 H 1.780 -5.345 1.176
83 H 1.513 -3.658 0.798
84 H -0.438 -4.614 1.910
85 H 0.237 -3.309 2.858
86 H -0.434 -5.108 4.328
87 H 1.310 -4.960 4.404
88 H -0.235 -7.045 2.769
89 H 0.611 -7.333 4.296
90 H 1.533 -6.932 2.847
91 C 1.577 -8.437 -0.813
92 C 3.032 -8.646 -1.212
93 C 3.887 -7.388 -1.054
94 C 3.470 -6.201 -1.929
95 C 3.442 -6.475 -3.433
96 C 4.807 -6.837 -4.004
97 H 1.088 -7.692 -1.445
98 H 1.021 -9.373 -0.913
99 H 1.502 -8.110 0.228
100 H 3.082 -9.018 -2.239
101 H 3.456 -9.434 -0.580
102 H 4.932 -7.645 -1.264
103 H 3.862 -7.070 -0.005
104 H 4.158 -5.370 -1.732
105 H 2.480 -5.851 -1.617
106 H 3.080 -5.575 -3.943
107 H 2.724 -7.267 -3.666
108 H 5.529 -6.036 -3.822
109 H 4.735 -6.990 -5.084
110 H 5.196 -7.758 -3.565
111 C -0.970 -4.185 -0.886
112 C -2.397 -4.618 -1.194
113 C -3.098 -3.708 -2.206
114 C -3.279 -2.253 -1.761
115 C -4.050 -2.060 -0.455
116 C -5.486 -2.562 -0.525
117 H -0.938 -3.192 -0.432
118 H -0.508 -4.885 -0.186
119 H -0.364 -4.168 -1.797
120 H -2.973 -4.673 -0.264
121 H -2.373 -5.635 -1.600
122 H -4.075 -4.141 -2.447
123 H -2.529 -3.715 -3.142
124 H -3.795 -1.710 -2.562
125 H -2.297 -1.778 -1.662
126 H -4.067 -0.990 -0.217
127 H -3.530 -2.549 0.375
128 H -6.039 -2.050 -1.319
129 H -6.000 -2.370 0.421
130 H -5.530 -3.637 -0.712
131 C 8.715 1.668 -2.022
132 C 9.476 0.394 -1.682
133 C 10.084 0.411 -0.278
134 C 11.133 1.500 -0.033
135 C 12.331 1.478 -0.983
136 C 13.155 0.202 -0.883
137 H 9.369 2.543 -2.016
138 H 8.276 1.589 -3.020
139 H 7.904 1.839 -1.308
140 H 10.251 0.217 -2.434
141 H 8.785 -0.453 -1.751
142 H 10.525 -0.572 -0.076
143 H 9.279 0.534 0.456
144 H 11.495 1.403 0.997
145 H 10.656 2.484 -0.091
146 H 12.978 2.329 -0.745
147 H 12.004 1.624 -2.018
148 H 13.532 0.061 0.134
149 H 14.014 0.253 -1.558
150 H 12.570 -0.679 -1.159
151 C -8.203 3.652 3.649
152 C -8.982 4.096 2.418
153 C -10.231 4.913 2.755
154 C -11.295 4.172 3.571
155 C -11.823 2.884 2.940
156 C -12.529 3.111 1.610
157 H -8.798 2.993 4.287
158 H -7.307 3.102 3.350
159 H -7.888 4.515 4.242
160 H -9.246 3.221 1.815
161 H -8.324 4.710 1.793
162 H -10.675 5.276 1.821
163 H -9.930 5.808 3.311
164 H -12.136 4.855 3.741
165 H -10.895 3.939 4.564
166 H -12.532 2.421 3.635
167 H -11.012 2.161 2.806
168 H -13.374 3.795 1.731
169 H -12.914 2.165 1.220
170 H -11.853 3.528 0.860

Atomic forces in eV per Å
-0.40 0.02 -0.94
-0.35 -0.73 0.72
0.48 1.65 1.92
-1.08 0.06 2.08
1.44 0.77 -5.13
-0.25 0.91 0.26
-0.96 0.84 -0.43
0.31 0.19 1.14
-0.63 -0.97 -1.45
0.17 -0.42 0.85
0.12 -0.81 -1.06
0.24 0.54 -0.64
-0.05 -1.00 1.13
-0.45 0.25 -0.13
0.14 0.44 -0.42
0.22 -0.83 -0.74
-0.95 0.30 0.14
0.24 -0.74 0.29
0.00 0.66 -0.06
0.05 -0.52 0.64
-2.76 -1.16 -1.56
5.58 1.82 0.73
0.05 -0.99 -0.11
0.14 -0.98 0.36
0.56 0.08 0.85
2.12 0.43 -0.87
0.04 1.03 -1.07
-2.45 -3.13 -1.53
3.65 3.43 2.33
0.43 -0.96 0.47
-1.65 -2.04 -0.72
0.63 2.78 -0.10
-0.41 -2.43 0.16
1.14 -0.10 1.42
-1.19 -1.32 0.60
0.60 -1.70 0.45
-0.80 -0.54 -1.58
-0.05 0.72 -1.75
0.59 1.24 1.17
0.06 -1.02 -1.43
0.25 -0.66 1.68
-0.35 1.75 0.15
0.93 -0.32 1.49
-1.19 0.19 -1.07
1.06 -1.29 0.68
0.62 -0.26 -1.48
-1.12 1.52 0.20
-0.55 -0.75 1.49
1.71 -0.10 -0.86
-0.83 0.27 1.23
-0.42 1.09 -1.50
0.89 0.04 -1.57
-0.40 1.54 1.00
1.16 0.94 0.56
0.89 -1.32 -0.64
-0.81 -1.47 -0.31
-0.74 1.54 0.64
1.59 0.07 -0.68
-0.02 -1.72 0.41
0.16 1.81 -0.43
-1.72 -0.12 0.50
0.99 -0.51 1.45
-1.93 0.06 -0.50
-0.27 1.03 1.58
0.90 -0.34 -1.22
-1.51 0.85 -0.86
-0.23 -0.48 1.56
-1.04 1.52 -0.76
-1.17 -1.69 0.28
-1.41 0.99 1.07
0.19 0.00 0.10
-0.09 0.05 -0.12
0.02 -0.17 -0.06
0.01 0.16 0.08
-0.10 0.01 -0.07
0.05 -0.07 0.15
0.03 0.05 -0.07
-0.07 0.07 0.01
-0.09 0.00 0.08
-0.03 -0.02 -0.03
-0.03 -0.07 0.03
-0.03 0.02 0.00
0.00 -0.01 0.05
0.05 0.02 0.11
0.01 -0.04 -0.06
0.09 0.04 -0.02
-0.02 0.03 -0.04
0.08 0.00 -0.01
0.00 -0.03 -0.11
-0.05 -0.02 -0.01
-0.06 -0.12 -0.09
0.02 0.07 0.15
0.15 -0.05 -0.08
-0.17 0.04 0.07
0.05 0.13 0.04
-0.04 -0.08 -0.15
0.00 -0.01 0.06
-0.04 0.09 0.05
-0.03 0.03 -0.05
0.04 0.03 0.01
0.02 0.03 -0.08
-0.05 0.04 0.02
-0.02 -0.02 -0.03
-0.03 -0.04 -0.03
0.05 -0.01 0.02
-0.04 -0.08 0.05
0.00 0.03 0.05
-0.01 -0.08 0.01
0.09 0.00 0.07
0.02 0.06 -0.02
-0.02 -0.08 0.12
0.06 0.01 -0.18
-0.18 -0.05 0.03
0.18 0.05 0.01
-0.02 0.07 -0.12
-0.02 -0.03 0.17
0.07 -0.03 -0.04
0.05 0.06 -0.11
-0.01 0.06 0.04
-0.03 0.02 -0.03
-0.06 0.04 0.04
0.05 0.04 0.00
0.00 -0.01 0.05
0.01 -0.02 0.06
-0.05 -0.03 -0.02
0.09 -0.09 0.00
0.02 0.02 -0.04
0.01 -0.06 0.01
-0.05 -0.04 -0.09
-0.03 0.05 -0.02
0.04 -0.03 -0.21
-0.09 -0.02 0.15
0.11 -0.13 -0.02
-0.09 0.13 -0.01
0.03 0.03 0.13
0.09 0.00 -0.14
-0.08 -0.01 0.03
-0.02 0.08 0.06
0.04 0.04 -0.02
0.00 0.00 0.05
0.09 0.00 -0.01
-0.03 0.07 0.01
0.01 -0.01 -0.03
-0.01 0.01 -0.08
0.00 -0.05 0.02
-0.09 -0.03 -0.05
-0.03 0.01 0.04
-0.04 -0.04 -0.06
-0.04 -0.07 0.08
0.05 0.02 0.04
0.07 -0.12 -0.07
0.00 0.13 0.09
-0.07 0.01 -0.16
0.08 -0.02 0.13
-0.09 0.07 0.06
0.00 -0.15 -0.07
0.04 0.04 0.00
-0.01 0.01 0.10
-0.03 -0.06 0.01
-0.04 0.03 0.00
-0.06 -0.04 -0.02
0.01 -0.01 0.07
0.01 -0.05 -0.02
0.04 -0.06 -0.02
-0.01 0.03 -0.05
0.10 0.01 -0.02
0.00 0.05 0.03
0.07 -0.01 -0.04
-0.01 0.11 -0.03
-0.06 0.00 0.02


[3]
Below is a cluster of 2 separate species, C3H8O2 in total, with properties calculated with ωB97M-V/def2-TZVPD.

Summary:
multiplicity = 1
net charge = 0
DFT total energy = -7331.63737 eV
energy above the lowest of the compared OMol25 structures with the same formula, charge and spin = 101.8 kcal/mol

CARTESIAN COORDINATES (ANGSTROEM)
1 C -1.670 -0.752 -0.653
2 O -0.391 -0.972 -0.090
3 C 0.395 0.594 0.885
4 C 1.663 0.449 0.215
5 O 1.616 0.281 -1.068
6 H -1.793 -1.346 -1.565
7 H -2.418 -1.064 0.079
8 H -1.829 0.307 -0.904
9 H -0.338 1.236 0.405
10 H 0.297 0.430 1.958
11 H 1.714 1.578 0.688
12 H 2.438 -0.059 0.821
13 H 0.315 -0.682 -0.773

Atomic forces in eV per Å
-0.28 0.00 -0.05
0.12 0.07 -0.06
0.04 0.01 -0.08
-0.17 -0.03 0.45
0.02 -0.01 -0.08
0.03 0.08 0.12
0.04 0.05 -0.10
0.02 -0.15 0.02
0.09 -0.12 0.02
0.04 -0.03 -0.17
0.11 0.08 0.00
-0.06 0.08 -0.17
0.00 -0.04 0.11


[4]
Below is the ion C6H12N2O2P with charge +1, with properties calculated with ωB97M-V/def2-TZVPD.

Summary:
multiplicity = 1
net charge = +1
DFT total energy = -22769.94215 eV
energy above the lowest of the compared OMol25 structures with the same formula, charge and spin = 97.8 kcal/mol

CARTESIAN COORDINATES (ANGSTROEM)
1 C -0.541 1.879 0.377
2 C 0.742 1.170 -0.441
3 C -2.223 0.885 -0.967
4 C 2.260 -0.600 0.613
5 C -2.248 -0.724 -0.835
6 C 2.018 -2.030 1.095
7 N -1.787 1.446 0.312
8 N 0.963 -0.054 0.262
9 O -1.046 -1.297 -0.695
10 O 0.723 -2.367 0.697
11 P -0.249 -1.091 0.723
12 H -0.183 1.898 1.446
13 H -0.595 2.957 0.095
14 H 0.391 1.156 -1.555
15 H 1.566 1.840 -0.395
16 H -1.461 1.052 -1.830
17 H -3.266 1.250 -1.088
18 H 2.800 -0.004 1.413
19 H 2.761 -0.393 -0.236
20 H -2.851 -1.163 -0.072
21 H -2.782 -1.040 -1.806
22 H 2.770 -2.757 0.702
23 H 2.237 -2.012 2.188

Atomic forces in eV per Å
4.11 1.50 1.53
-2.68 0.36 -0.71
0.76 -0.68 0.47
-0.32 1.41 2.82
-3.81 1.34 -2.08
2.61 0.02 0.50
-2.44 -2.44 -1.44
-0.01 1.02 -0.41
3.29 -0.90 0.28
-1.01 -0.77 0.43
-1.08 -0.43 -1.03
-0.39 0.13 -0.75
0.45 -0.26 -0.34
0.85 -0.83 1.96
0.79 0.41 0.28
-1.81 0.15 1.21
0.77 -0.36 -0.54
-0.78 -0.47 -0.71
2.42 -0.32 -2.91
-1.14 0.68 0.82
1.32 0.26 1.15
-0.90 0.55 -0.07
-1.00 -0.35 -0.48